C4H12NOP | wB97M-V/def2-TZVPD

The frontier orbital gap (alpha / beta) comes out at 7.4 / 7.4 eV. As for the total energy: -17166.644 eV. The calculation puts the HOMO energy (alpha / beta) at -0.2468 / -0.2528 Ha.

```
19
Properties=species:S:1:pos:R:3:forces:R:3:mulliken_charge:R:1
C -1.8449 0.9762 -1.0956 -1.763 2.748 0.162 -1.077
C 2.2572 -0.6381 1.1156 -1.699 1.215 0.496 -0.348
C -2.3055 0.2950 0.1410 1.371 -1.287 2.974 -0.228
C -1.5134 -1.0999 0.3652 -2.890 1.369 0.189 -0.925
N 3.1733 -0.6766 0.1711 0.530 -0.404 -0.607 -0.062
O 2.3142 1.4980 -0.8321 -1.438 0.823 1.924 -0.406
P 3.2946 0.2856 -1.1840 1.684 -0.313 -1.094 -0.080
H -0.8224 1.1939 -1.2968 1.127 0.336 0.892 0.314
H -2.0792 0.4523 -1.9717 -0.960 -1.074 -1.257 0.358
H -2.4555 1.9460 -1.1127 1.089 -0.991 -0.470 0.253
H 2.1010 -1.3324 1.9065 0.564 -0.489 0.295 0.351
H 1.4207 0.0414 0.8982 0.362 -0.489 0.299 -0.075
H -1.7948 -1.5931 1.2870 -0.451 -0.036 0.280 0.322
H -2.1779 0.9237 1.1032 0.142 -0.658 -1.579 0.256
H -3.4052 0.1572 0.1238 0.624 -0.365 -0.241 0.298
H -1.8435 -1.7249 -0.4412 0.262 -0.606 -0.506 0.332
H -0.4677 -1.0407 0.4350 1.434 0.535 -0.458 0.095
H 3.9896 -1.2759 0.2322 -0.311 -0.344 0.244 0.262
H 2.1594 1.6122 0.1554 0.323 0.030 -1.543 0.358
```
Forces are in eV/Å.

***

C4H12NOS | wB97M-V/def2-TZVPD

The frontier orbital gap comes out at 5.6 eV. The charge is -1. As for the total energy: -18715.142 eV. The calculation puts the HOMO energy at -0.0875 Ha.

```
19
Properties=species:S:1:pos:R:3:forces:R:3:mulliken_charge:R:1
C -0.8779 1.1199 0.3898 -0.764 -1.444 -1.283 -0.300
N -0.1248 -0.0578 -0.0884 -2.975 -2.546 1.476 -0.231
C 1.2835 -0.0344 -0.3047 1.779 2.497 0.742 -0.522
C 2.1032 -1.1653 0.2518 1.672 0.389 -0.538 -0.781
S 3.8721 -0.5032 0.4096 -0.730 -0.548 0.285 -0.682
C -1.9814 0.6792 1.3650 -1.004 0.551 -1.451 -1.242
H -1.3270 1.5854 -0.4872 0.146 0.570 -0.043 0.300
H -0.2345 1.7987 0.9196 0.441 0.450 0.130 0.296
H -0.4882 -0.9423 0.4378 1.314 2.126 -1.218 0.229
H 1.5615 0.1101 -1.3696 -0.319 -0.220 0.366 0.179
H 1.6876 0.9132 0.1904 -0.412 -0.998 -0.469 0.281
H 1.7135 -1.6269 1.1538 -0.133 0.278 0.393 0.281
H 2.1980 -1.9354 -0.4934 -0.239 -0.583 -0.279 0.222
H -1.3858 0.0207 1.9443 -0.368 -0.531 1.762 0.415
H -2.9493 0.2077 1.0237 1.501 -0.208 -0.508 0.229
H -2.4282 1.5676 1.7920 0.558 0.234 1.043 0.340
H -1.4753 -0.3397 -2.8663 -1.195 1.005 -0.006 0.258
H -0.4211 -0.5747 -1.6702 -0.998 0.278 -0.606 0.486
O -0.7259 -0.8228 -2.5978 1.725 -1.301 0.205 -0.758
```
Forces are in eV/Å.

***

What is the formula in the second record? C4H12NOS